{
  "formula": "C30H84N2O9S9",
  "method": "the ωB97M-V functional and the def2-TZVPD basis",
  "homo_energy_ev": -8.133,
  "elements": ["C", "H", "H", "H", "H", "H", "H", "C", "H", "H", "H", "C", "O", "H", "S", "C", "H", "H", "H", "N", "H", "H", "H", "H", "S", "H", "H", "H", "H", "S", "S", "S", "H", "C", "H", "C", "C", "C", "C", "H", "H", "O", "H", "C", "O", "H", "O", "H", "H", "H", "H", "H", "O", "C", "H", "C", "H", "O", "H", "H", "C", "S", "C", "H", "C", "H", "S", "H", "C", "H", "H", "H", "O", "H", "H", "H", "H", "C", "H", "C", "C", "H", "H", "C", "H", "S", "H", "H", "C", "H", "N", "H", "H", "H", "H", "H", "H", "H", "H", "H", "H", "H", "H", "C", "O", "H", "H", "C", "H", "H", "H", "H", "C", "H", "H", "H", "H", "H", "O", "H", "H", "H", "C", "C", "H", "H", "S", "H", "H", "C", "C", "C", "H", "C"],
  "positions_angstrom": [[3.5018, 0.2736, -2.8666], [0.8366, -4.1961, 3.4161], [2.0173, 1.0952, 7.4153], [-5.4056, 3.6056, -1.9443], [7.7979, -1.3290, -1.7787], [3.6052, 0.5223, 7.9007], [-3.0868, -4.2402, -1.3233], [0.4427, -0.7674, 4.6146], [4.5159, 2.7723, 7.2987], [-1.4248, 6.4960, -5.2477], [0.2935, -6.3788, -3.3139], [6.7409, -1.3798, -1.5175], [-4.9620, -2.4761, 0.3535], [1.3929, -0.6910, 4.0861], [-5.4561, 1.6741, -0.5457], [-2.6673, 0.8369, 4.9244], [0.0233, -2.8026, -2.5528], [4.9900, 3.3507, 5.6632], [4.3613, 4.0683, -3.7420], [1.7010, -5.6545, -2.0728], [-2.7112, -2.7538, -2.3217], [-5.5104, 2.5685, -3.9915], [-1.8672, 1.5600, 4.7661], [0.5021, -2.7237, 2.6531], [0.5197, -0.4858, 0.6561], [-3.9840, 1.8813, -5.8542], [2.1415, -3.5394, -2.0217], [-1.6334, 1.2376, -3.1875], [6.1078, -1.4796, -2.3991], [-0.8938, 4.5896, 5.4603], [3.4514, 2.1384, -2.5909], [6.2417, 0.0508, -0.5404], [0.6408, 4.0515, 7.3850], [-3.9760, 2.4871, 0.1846], [-1.3542, -1.9606, 0.0863], [-0.2072, 3.5765, 6.8918], [1.7521, 0.7418, 1.2720], [0.0751, -3.4171, 3.3777], [4.8565, -0.6209, 0.5119], [0.4174, -0.1981, 5.5438], [-2.0064, -3.4627, 0.6577], [-4.9200, 0.9738, -1.8076], [-0.4014, -0.4195, 4.0192], [4.1644, 3.0344, 6.3008], [2.2748, 2.0339, 4.7050], [3.4080, -4.9187, -1.0756], [1.3181, -1.2919, -0.3158], [4.0608, -1.0786, -0.0760], [2.0696, -5.8378, -4.8707], [-3.6191, 3.3321, -0.4043], [-3.5012, 2.6652, -3.2732], [-2.2828, 0.8905, -4.7999], [1.2641, -3.1663, 5.8228], [-0.4466, 0.5445, -0.5523], [-0.9168, -3.8039, 3.1441], [1.4922, -4.2812, -2.4867], [-4.3515, 3.3094, -6.6285], [7.3727, 0.4282, 0.4153], [3.1789, -0.0415, -3.8589], [4.4775, 0.3189, 0.9134], [-4.1375, 2.9363, -5.6270], [3.4286, 1.4982, 5.5669], [2.9100, 0.5783, 7.0631], [-0.7862, 1.7682, -4.6217], [-1.7788, 1.6402, -4.1899], [1.4681, -7.4300, -4.9967], [-3.6983, -1.9512, -0.3665], [-0.9956, 3.2861, 7.5862], [-2.6318, 2.9092, -3.8837], [3.4250, -7.9164, -1.7819], [-7.0558, 2.9915, -1.8278], [4.2817, -7.1179, -0.4709], [-2.2434, 3.8485, 5.2118], [-3.4073, 5.5087, -5.9053], [3.1140, -7.1413, -4.1892], [4.4918, -0.0241, -2.5213], [3.3612, 3.7674, 6.3757], [0.1810, 4.2775, 3.9799], [-4.2072, 2.9024, 1.1655], [-6.1593, 3.2264, -1.2541], [-3.4249, -3.2661, -1.6766], [-2.0486, -0.0002, 5.2479], [-3.1611, 1.7779, 0.3295], [3.1259, -5.7440, -1.7294], [5.1402, -1.2810, 1.3315], [-3.6725, 0.8478, 3.3245], [2.5652, -7.3430, -0.3736], [-3.4008, 1.1504, 5.6671], [2.0928, -6.8016, -4.3620], [-0.5936, -4.3700, -2.9558], [-2.9847, 3.5484, -5.1643], [-0.9949, 1.2610, 0.0594], [1.3811, 1.5383, 1.9171], [2.6845, -0.4380, 6.7403], [-3.8115, 5.3309, -4.1844], [1.7829, -4.2399, -3.5365], [-0.8422, 4.9823, -4.9826], [2.8662, -0.2218, -2.1326], [2.4742, 1.1324, 0.5550], [2.3156, 0.2293, 2.0517], [5.5680, 2.7628, -3.4258], [-4.0797, -1.4659, 4.0689], [0.1120, 4.9857, 3.1542], [4.5754, 3.0015, -3.8078], [-2.5781, 0.5841, 2.2718], [0.3126, 2.6919, 6.5238], [-4.9935, -1.1622, 2.6795], [-5.4289, 3.1765, -4.8925], [-5.5054, -0.3972, 4.2035], [-2.2742, -1.9186, 1.5399], [1.2395, -7.6267, -2.4649], [-5.4067, 4.1977, -4.5122], [-1.7095, 5.5871, -4.7177], [0.2441, 1.0576, -1.2214], [-6.2966, 2.9352, -5.5064], [3.5980, -5.7423, -2.7119], [-0.3735, -4.0667, -1.2211], [-4.3391, -3.4334, -2.2462], [4.0302, 2.2486, -1.1969], [4.4663, 2.7988, -4.8732], [6.5354, -2.2869, -0.9492], [-6.4824, 3.9402, -0.4964], [-3.1194, 5.0284, -4.9702], [1.2940, -6.6815, -3.0049], [-1.6408, 5.8815, -3.6704], [-1.1652, -0.1057, -1.0513], [0.1544, -2.5652, 4.9836], [-2.0168, 3.6083, -3.3170], [0.1299, 3.2461, 3.6311], [0.0070, -3.8394, -2.2169], [3.3693, -7.0957, -1.0668], [-4.6478, -0.6695, 3.5882], [1.1763, 4.3618, 4.4162], [-2.2304, -2.4002, 0.5630]],
  "atomic_forces_ev_per_a": [[0.621, 0.857, 0.149], [-0.275, -0.274, 0.334], [-0.229, -0.249, 0.146], [0.007, 0.127, 0.236], [-0.163, 0.254, 0.067], [0.448, 0.310, -0.450], [0.202, 0.356, 0.392], [0.355, -1.281, -0.549], [0.188, 0.158, -0.050], [-0.804, 0.322, -0.265], [-0.281, -0.397, 0.146], [-0.422, -1.099, 0.584], [1.958, 1.145, -0.384], [-0.034, 0.407, 0.057], [1.521, 0.343, -2.149], [-0.530, 0.512, -0.615], [-0.641, 0.297, 0.667], [-0.249, 0.026, 0.024], [-0.050, -0.088, 0.616], [1.246, 0.976, 1.765], [0.270, -0.509, -0.249], [-0.026, -0.262, 0.005], [-0.754, 0.747, -0.096], [-0.576, 0.021, -0.488], [0.753, 1.803, -1.428], [0.179, -0.227, 0.509], [0.137, -0.506, 0.574], [0.184, -0.641, -0.040], [0.108, 0.385, -0.153], [-2.557, -1.477, -0.249], [-1.265, -0.662, 0.627], [0.724, 0.754, 1.355], [-0.390, 0.755, 0.208], [-0.135, 0.335, 0.265], [-0.229, -0.055, -0.351], [1.437, -0.253, -1.161], [-0.189, -0.030, 1.096], [1.579, 0.859, -0.160], [0.433, 0.539, -0.528], [0.256, -0.366, 0.087], [-0.526, -0.091, -0.011], [-0.791, 0.679, 1.654], [0.153, -0.174, -0.357], [-0.488, -1.114, 0.324], [0.647, -0.959, 1.652], [0.029, -0.065, -0.247], [0.416, -0.973, 0.157], [0.065, 0.030, -0.206], [0.377, 0.100, 0.085], [-0.186, -0.182, -0.447], [-0.068, -0.237, 0.020], [-0.254, 0.126, 0.126], [-0.206, 0.893, -1.131], [0.095, 0.244, 1.665], [0.155, 0.293, 0.132], [-1.866, -0.113, 0.000], [0.239, 0.330, -0.412], [-1.236, -0.830, -1.080], [0.424, 0.136, -0.062], [-0.020, -0.134, 0.095], [-2.229, -0.643, -2.865], [0.725, 1.003, -1.206], [-1.011, 0.628, -0.218], [-0.140, 0.684, -0.064], [-0.560, 0.135, 1.345], [0.536, -0.485, -0.027], [-2.100, -2.801, 0.034], [-0.156, 0.455, -0.369], [1.682, -0.283, -1.333], [0.063, 0.051, -0.094], [0.105, -0.381, -0.011], [0.178, 0.072, -0.154], [2.166, 1.414, 0.190], [-0.664, -0.444, -0.120], [-0.142, -0.212, -0.474], [0.206, 0.015, -0.806], [0.099, 0.010, -0.148], [0.823, -0.718, 1.385], [-0.276, -0.151, 0.133], [-0.295, -0.409, 0.226], [-0.027, 1.282, -0.089], [-1.058, -0.974, -0.446], [-0.405, -0.262, -0.126], [-0.917, -1.764, -0.199], [0.494, 0.010, -0.223], [2.797, -1.234, 0.097], [-0.157, 0.174, -0.006], [0.458, 0.138, 0.289], [-1.004, 0.321, 1.152], [-0.382, -0.075, 0.141], [0.996, 1.778, 1.989], [-0.136, 0.164, -0.143], [-0.743, 0.289, -0.490], [-0.141, 0.081, -0.049], [0.012, -0.016, 0.143], [-0.492, 0.588, -0.560], [-0.489, -0.807, 0.210], [-0.609, 0.668, 0.144], [-0.463, -0.133, -0.484], [0.198, -0.671, -0.265], [0.176, 0.249, -0.324], [0.274, 0.311, 0.330], [-0.651, 0.173, 0.447], [0.308, -0.696, 0.717], [-1.372, -0.017, 0.755], [-0.536, -0.360, -0.481], [-0.071, 0.680, -0.501], [-0.153, -0.436, 1.354], [0.027, 0.032, 0.027], [-0.244, 0.008, 0.032], [-0.007, -0.044, -0.241], [-0.645, 0.154, -0.388], [0.497, 0.964, 0.894], [0.022, -0.279, -0.004], [0.019, 0.368, -0.021], [1.140, 0.534, 0.210], [0.412, 0.385, -0.030], [-0.142, 0.416, 0.243], [-0.050, 0.315, -1.195], [-0.202, -0.750, 0.193], [0.380, -0.103, 0.150], [0.409, 0.032, 0.153], [1.748, -0.676, -1.347], [-0.141, 0.796, -1.107], [0.409, -0.165, 0.154], [0.266, -0.012, -0.060], [-1.318, -0.321, 1.888], [0.075, -0.109, 0.100], [-0.396, 0.034, 0.101], [1.513, -0.386, -1.994], [0.413, -0.184, 0.432], [0.225, -0.510, 0.162], [0.269, 0.093, -0.168], [0.638, 0.140, 0.507]],
  "lowdin_charge": [-0.212, 0.056, 0.041, 0.027, 0.056, 0.059, 0.053, -0.250, 0.042, 0.062, 0.101, -0.267, -0.581, 0.037, 0.861, -0.232, 0.066, 0.049, 0.041, -0.218, 0.030, 0.038, 0.014, 0.020, 0.822, 0.116, 0.096, 0.043, 0.034, 0.880, 0.821, 0.822, 0.036, -0.266, -0.017, -0.231, -0.229, -0.235, -0.224, 0.037, 0.057, -0.598, 0.024, -0.222, -0.591, 0.114, -0.576, 0.033, 0.057, 0.050, 0.082, 0.065, -0.577, -0.205, 0.048, -0.251, 0.112, -0.566, 0.053, 0.019, -0.322, 0.855, -0.249, 0.068, -0.054, 0.069, 0.858, 0.055, -0.222, 0.064, 0.050, 0.067, -0.615, 0.114, 0.060, -0.013, 0.043, -0.246, 0.038, -0.257, -0.227, 0.031, 0.005, -0.250, 0.061, 0.891, 0.077, 0.050, -0.071, 0.055, -0.186, 0.033, 0.043, 0.036, 0.100, 0.100, 0.076, 0.021, 0.033, 0.027, 0.045, 0.054, 0.054, -0.234, -0.607, 0.009, 0.035, -0.081, 0.050, 0.028, 0.106, 0.061, -0.105, 0.055, 0.082, 0.098, 0.065, 0.050, -0.597, 0.049, 0.047, 0.053, -0.221, -0.236, 0.062, 0.036, 0.818, 0.101, 0.036, -0.076, -0.093, -0.251, 0.021, -0.306]
}